(1)
{"formula": "C18H22ClN2NaO5Si", "method": "ωB97M-V/def2-TZVPD", "elements": ["Na", "C", "C", "C", "C", "C", "C", "N", "N", "Si", "C", "C", "C", "H", "H", "H", "H", "H", "H", "H", "H", "H", "H", "H", "H", "H", "H", "H", "O", "C", "C", "C", "C", "C", "C", "C", "O", "O", "H", "H", "H", "H", "H", "Cl", "C", "C", "O", "O", "H", "H"], "xyz": [[0.07941, -0.59338, -1.89404], [3.80711, -0.62400, -3.39771], [3.68210, -0.82892, -1.90959], [4.81266, -0.78050, -1.09848], [4.60979, -0.97396, 0.26971], [3.35461, -1.21454, 0.75874], [2.22103, -1.27830, -0.12130], [2.45979, -1.06675, -1.46135], [0.97728, -1.51256, 0.22950], [0.25950, -1.72365, 1.74520], [-1.54748, -2.20061, 1.53458], [1.00981, -3.15128, 2.77416], [0.30714, -0.14427, 2.78818], [4.70066, -0.04854, -3.64678], [2.92859, -0.10270, -3.77590], [3.86744, -1.58662, -3.91224], [5.78752, -0.56824, -1.51779], [5.44718, -0.92240, 0.96078], [3.20474, -1.34029, 1.82388], [-1.65268, -2.95704, 0.75362], [-2.13496, -1.33564, 1.22357], [-1.96126, -2.60266, 2.46425], [0.90205, -4.08574, 2.21737], [0.47083, -3.26289, 3.72105], [2.06872, -3.01943, 3.00186], [-0.15816, 0.65944, 2.21361], [1.32400, 0.16827, 3.03492], [-0.25335, -0.26046, 3.72179], [-2.06480, 0.71293, -0.13500], [-2.23209, 1.88353, 0.48517], [-3.32646, 2.07260, 1.33629], [-3.49750, 3.28067, 1.98670], [-2.59160, 4.32122, 1.80477], [-1.50935, 4.13165, 0.95860], [-1.31021, 2.92988, 0.29405], [-0.10768, 2.74314, -0.62734], [0.65258, 3.69611, -0.79769], [0.00934, 1.57175, -1.13009], [-1.17719, 0.89072, -0.64806], [-4.01961, 1.25085, 1.47028], [-4.34747, 3.41340, 2.64822], [-2.73051, 5.26455, 2.32012], [-0.77459, 4.90714, 0.77785], [-4.58786, -1.88068, -4.18199], [-3.66563, -0.68655, -3.16768], [-2.14326, -0.81279, -3.40000], [-1.60217, 0.09900, -4.04905], [-1.58604, -1.78201, -2.83940], [-3.91789, -0.93398, -2.14181], [-4.04407, 0.28454, -3.46552]], "forces_ev_per_angstrom": [[0.4, -0.1, 0.0], [0.0, 0.0, 0.0], [0.2, 0.0, 0.0], [-0.1, 0.0, -0.1], [0.0, 0.0, 0.1], [0.0, 0.0, 0.1], [0.3, 0.0, -0.2], [-0.1, 0.0, 0.0], [-0.4, -0.1, 0.1], [0.1, 0.0, 0.0], [0.1, 0.0, -0.1], [-0.1, 0.1, 0.0], [-0.1, -0.2, 0.0], [0.0, 0.0, 0.0], [0.0, 0.0, 0.0], [0.0, 0.0, 0.0], [0.0, 0.0, 0.0], [0.0, 0.0, 0.0], [-0.1, 0.0, 0.0], [0.0, 0.0, 0.0], [0.0, 0.0, 0.0], [0.0, 0.0, 0.0], [0.0, 0.0, 0.0], [0.0, 0.0, 0.0], [0.0, 0.0, 0.0], [0.0, 0.0, 0.0], [0.0, 0.0, 0.0], [0.0, 0.0, 0.0], [-0.1, 0.1, 0.0], [0.0, 0.0, 0.0], [0.0, 0.0, 0.0], [0.0, 0.0, 0.0], [0.0, 0.1, 0.0], [0.1, -0.1, -0.1], [0.0, 0.0, 0.0], [0.1, 0.1, 0.2], [0.0, 0.0, 0.0], [-0.1, 0.0, 0.0], [-0.1, 0.0, 0.1], [0.0, 0.0, 0.0], [0.0, 0.0, 0.0], [0.0, 0.0, 0.0], [0.0, 0.0, 0.0], [0.0, 0.0, 0.0], [-0.1, -0.2, -0.2], [-0.1, 0.2, 0.0], [-0.1, 0.1, -0.1], [-0.1, -0.3, 0.1], [0.1, 0.1, 0.0], [0.1, 0.1, 0.1]], "e_homo_ev": -1.6, "e_lumo_ev": 4.19, "e_above_lowest_kj_mol": 30.54, "largest_force_ev_per_a": 0.399, "charge": -2, "e_tot_ev": -57064.0377}


(2)
{"formula": "C10H14S", "method": "ωB97M-V/def2-TZVPD", "elements": ["C", "C", "C", "C", "C", "C", "C", "C", "C", "C", "S", "H", "H", "H", "H", "H", "H", "H", "H", "H", "H", "H", "H", "H", "H"], "xyz": [[0.08860, 1.04227, -0.48964], [0.89295, -0.18395, -0.28024], [-1.18601, 1.33363, -0.15744], [0.60476, -1.42574, -0.63993], [-3.27524, -0.04899, -0.30648], [-2.07524, 0.28015, 0.48369], [2.33873, -0.03801, 0.37106], [-1.97130, 2.62599, -0.39943], [1.44357, -2.69114, -0.38770], [-1.75652, -0.24494, 1.66362], [-4.43910, -1.10017, 0.10401], [0.57396, 1.80971, -0.90337], [-3.22298, 0.66068, -1.21963], [2.87965, 0.39172, -0.46626], [2.73512, -1.06988, 0.83395], [2.22638, 0.78250, 1.08490], [-1.30056, 3.43307, -0.08260], [-2.96876, 2.66238, 0.14568], [-2.04000, 2.65152, -1.41651], [0.86764, -3.46782, -0.86190], [1.49724, -2.77590, 0.62548], [2.37692, -2.68273, -0.92388], [-0.84731, 0.13837, 2.13285], [-0.31667, -1.73344, -1.20585], [-2.33776, -1.12004, 2.01763]], "forces_ev_per_angstrom": [[-2.5, -2.0, 1.7], [1.4, -1.0, 0.9], [-1.0, -1.7, 1.1], [-1.2, -1.3, -1.3], [3.3, 3.1, -1.2], [-0.5, 0.2, -1.4], [-1.9, -0.7, 0.1], [1.2, -0.4, 2.9], [-1.4, 1.6, -3.1], [0.0, -0.9, 0.6], [-1.3, -1.0, 0.2], [2.3, 3.0, -1.6], [-1.1, -1.7, 1.1], [1.0, -0.4, 0.1], [-0.7, 2.8, -1.2], [0.5, -0.4, 0.4], [-0.5, 0.2, -0.1], [1.5, -0.1, -0.8], [-0.9, 0.7, -2.9], [-0.1, -0.7, 0.3], [0.7, -0.9, 2.8], [0.7, 0.2, 0.2], [-0.4, -0.6, 0.2], [0.6, 1.1, 0.7], [0.6, 0.8, 0.3]], "e_homo_ev": [-6.9, -8.3], "e_lumo_ev": [0.85, -2.47], "e_above_lowest_kj_mol": 0.00, "largest_force_ev_per_a": 4.689, "charge": 0, "e_tot_ev": -21426.6669, "spin_multiplicity": 3, "s_squared": 2.022}


(3)
{"formula": "C13H15F3N3O7V", "method": "ωB97M-V/def2-TZVPD", "elements": ["V", "O", "C", "C", "C", "N", "C", "C", "C", "O", "O", "C", "O", "O", "H", "H", "H", "C", "C", "C", "C", "N", "N", "H", "H", "H", "H", "H", "H", "H", "H", "H", "H", "H", "H", "F", "C", "F", "F", "C", "O", "O"], "xyz": [[0.88820, -0.59504, -1.27626], [1.87923, -2.73692, 4.30417], [1.67367, -2.19578, 3.08753], [2.56158, -1.27899, 2.51795], [2.24801, -0.78935, 1.27331], [1.15125, -1.18927, 0.64683], [0.30628, -2.07436, 1.16254], [0.52296, -2.60725, 2.40801], [-0.83922, -2.36105, 0.19676], [-1.78343, -3.03740, 0.50290], [-0.64257, -1.72862, -0.94996], [3.03679, 0.20475, 0.42517], [4.07909, 0.67792, 0.78258], [2.38904, 0.44364, -0.70641], [2.69410, -2.39730, 4.68618], [3.46630, -0.95287, 3.01620], [-0.16347, -3.32143, 2.84032], [-3.18471, 2.03458, -0.97266], [-2.20413, 2.13970, 0.19797], [-1.52356, 3.50369, 0.20472], [-2.93670, 1.91068, 1.51428], [-1.16493, 1.08078, 0.16418], [-0.38650, 1.05990, -1.04406], [-4.00459, 2.74331, -0.84523], [-3.61578, 1.03187, -1.03412], [-2.71729, 2.27027, -1.93180], [-2.24929, 4.27777, 0.45781], [-1.10933, 3.76657, -0.77186], [-0.72052, 3.53276, 0.94358], [-3.70092, 2.67502, 1.66008], [-2.23886, 1.94687, 2.35172], [-3.43364, 0.93661, 1.52330], [-1.62703, 0.17659, 0.17741], [0.17787, 1.90261, -1.06386], [-0.98532, 1.07582, -1.87074], [3.49641, -1.41293, -2.82368], [2.44761, -2.10539, -3.26614], [1.82713, -2.61978, -2.12136], [2.85755, -3.12509, -3.97984], [1.42754, -1.19628, -4.00190], [1.31813, -1.29261, -5.18827], [0.78302, -0.37401, -3.19736]], "forces_ev_per_angstrom": [[-0.4, -0.1, -0.8], [-0.1, 0.0, -0.1], [0.0, -0.1, 0.2], [0.0, 0.0, 0.1], [0.0, 0.0, 0.0], [0.1, -0.1, 0.1], [0.0, 0.0, 0.0], [-0.1, 0.0, 0.0], [0.3, 0.4, -0.4], [-0.1, -0.1, 0.0], [-0.4, -0.4, 0.8], [-0.5, 0.0, -0.4], [0.1, 0.1, 0.1], [0.7, 0.0, 0.7], [0.1, 0.0, 0.1], [0.0, 0.0, 0.0], [0.0, 0.0, 0.0], [-0.1, 0.0, 0.0], [0.0, -0.1, 0.0], [0.0, 0.1, 0.0], [-0.1, 0.0, 0.1], [0.1, 0.0, -0.2], [-0.2, 0.2, 0.0], [0.0, 0.0, 0.0], [0.0, 0.0, 0.0], [0.0, 0.0, 0.0], [0.0, 0.0, 0.0], [0.0, 0.0, 0.0], [0.0, 0.0, 0.0], [0.0, 0.0, 0.0], [0.0, 0.0, 0.0], [0.0, 0.0, 0.0], [0.0, 0.0, 0.1], [0.1, 0.0, 0.0], [0.0, 0.0, -0.1], [0.1, -0.1, 0.0], [-0.2, -0.1, 0.1], [0.2, 0.4, 0.0], [0.0, -0.1, 0.1], [-0.5, 0.6, 0.2], [0.0, 0.0, -0.1], [0.6, -0.6, -0.3]], "e_homo_ev": [-9.5, -10.4], "e_lumo_ev": [-0.47, -0.51], "e_above_lowest_kj_mol": 0.00, "largest_force_ev_per_a": 1.000, "charge": 0, "e_tot_ev": -66371.6835, "spin_multiplicity": 3, "s_squared": 2.010}